14 unconnected molecules or ions with the total composition C52H86F4N2O28S8. Source: OMol25; level of theory: ωB97M-V/def2-TZVPD.

Properties
Gap between HOMO and LUMO: 0.29964 Ha
Strongest force on any atom: 3.6 eV/Å
HOMO: -8.015 eV
LUMO: 0.0051 hartree

```
180
Properties=species:S:1:pos:R:3:forces:R:3:mulliken_charge:R:1
N 1.509675 -1.246171 -3.822862 -0.643 0.622 -1.451 1.13
C 1.863698 -0.015413 -4.410546 -0.287 -0.849 0.533 -0.45
C 1.527847 -0.044060 -5.762080 0.577 -1.265 2.063 -0.89
C 0.967764 -1.385281 -5.951981 0.306 2.019 -2.535 -0.80
C 0.897419 -2.043370 -4.800626 0.600 -0.690 2.166 -0.56
H 1.320323 -1.365498 -2.839725 0.053 -0.078 0.246 -0.37
H 2.377857 0.690602 -3.741676 -0.402 -0.090 -0.849 0.62
H 1.835278 0.720326 -6.461541 -0.302 -0.223 -0.137 0.51
H 0.760899 -1.767784 -6.937842 -0.353 -0.186 0.052 0.46
H 0.544329 -3.061333 -4.579585 0.154 0.680 -0.069 0.29
N -1.725870 -3.194041 -2.864382 1.229 -3.106 -1.365 2.17
C -2.289386 -3.358036 -4.083098 -1.044 0.665 -0.650 -0.75
C -2.096606 -4.636612 -4.540675 0.496 -0.517 1.045 -1.31
C -1.334592 -5.341073 -3.517062 0.018 2.435 -0.079 -0.79
C -1.035842 -4.349875 -2.582268 -0.332 -0.825 0.924 -0.61
H -1.625909 -2.402905 -2.323806 0.169 2.175 1.093 -0.53
H -2.848347 -2.525933 -4.484082 -0.072 -0.221 -0.308 0.50
H -2.429133 -5.037741 -5.479240 -0.196 -0.014 -0.067 0.43
H -1.032191 -6.365942 -3.443371 0.138 -0.101 -0.261 0.57
H -0.457052 -4.371182 -1.658643 -0.295 -0.261 -0.322 0.45
C -3.361594 3.938322 -0.767555 -0.146 -0.361 -0.003 0.89
C -4.471217 4.032699 -1.802271 0.068 -1.691 0.044 0.28
O -5.638877 3.850628 -1.010132 0.518 0.559 -1.244 -0.37
C -5.314540 3.268745 0.151909 -0.268 -1.050 1.668 0.35
O -6.117361 2.733052 0.871994 1.048 0.761 -0.674 -0.56
O -3.969191 3.342496 0.388783 -1.160 0.281 -0.538 0.25
F -4.450240 2.991079 -2.757703 0.041 1.093 0.901 -0.24
H -3.056145 4.951119 -0.634424 0.192 0.801 0.840 -0.30
H -2.468234 3.373641 -0.951005 0.164 -0.387 -0.797 -0.70
H -4.450374 4.989663 -2.306399 -0.460 -0.068 -0.330 0.38
C -2.181365 0.137966 -3.936367 1.991 2.412 -0.075 1.17
C -2.092936 0.849283 -5.325942 0.440 0.510 2.808 0.40
O -1.673374 2.165425 -5.000448 0.216 0.607 0.825 -0.43
C -1.579261 2.393049 -3.642326 0.234 -2.109 -1.185 -0.28
O -1.229903 3.431150 -3.179809 -0.095 0.697 0.279 -0.19
O -1.785412 1.268216 -2.942684 -0.655 -0.716 -1.890 0.60
F -3.281844 0.945421 -5.881374 -1.530 -0.085 -1.141 -0.35
H -1.360157 -0.558397 -3.971141 0.178 -0.513 0.733 -1.04
H -3.123911 -0.218797 -3.577400 -0.393 -0.191 -0.478 0.05
H -1.353870 0.421128 -5.977948 0.130 -0.274 -0.473 0.28
C 0.642256 5.694050 -3.761528 0.022 -2.413 0.681 0.08
C 0.612521 4.957236 -5.093401 0.252 0.235 0.182 0.33
O 1.456018 3.842891 -4.958764 -0.937 -0.095 0.213 -0.41
C 2.157065 3.928279 -3.807994 0.084 -0.542 -0.351 0.76
O 2.993109 3.104672 -3.537968 -0.620 1.130 0.508 -0.55
O 1.753504 5.001057 -3.098721 0.506 0.119 0.141 -0.30
F 1.252141 5.739067 -5.998987 -0.154 0.699 -1.022 -0.37
H -0.242328 5.411169 -3.164818 0.368 0.787 -0.319 -0.24
H 0.861328 6.737806 -3.899390 0.034 0.296 0.223 0.45
H -0.396314 4.695993 -5.425404 0.398 -0.193 -0.198 0.26
C -0.490197 -8.836914 -0.043953 -0.264 -1.993 0.968 -0.61
C 0.253439 -7.828763 -0.850611 -0.265 1.775 -0.497 0.55
O -0.431917 -6.654156 -0.516715 0.743 0.799 -0.311 0.22
C -1.517806 -6.899620 0.217984 -1.656 0.949 -0.274 0.31
O -2.327011 -6.073796 0.511113 0.182 0.564 0.271 -0.50
O -1.675295 -8.178441 0.454253 1.201 -1.372 -0.295 -0.40
F 0.025673 -8.031964 -2.236375 0.424 -0.198 1.397 -0.36
H -0.046514 -9.448176 0.774581 0.261 1.202 -0.434 0.30
H -0.749493 -9.555271 -0.779100 -0.868 -0.914 -0.598 0.38
H 1.296582 -7.577772 -0.698483 0.295 -0.748 -0.167 0.15
C -1.656144 5.853012 3.611893 0.088 0.430 -0.719 -0.72
C -0.229865 6.476176 3.385213 0.135 -1.057 0.777 -0.40
C -0.328989 7.310609 2.131926 0.265 -0.406 -0.261 -0.75
S -1.305234 6.249991 1.034562 0.392 -0.600 0.603 0.94
O -0.503211 5.156514 0.505313 0.262 0.778 -0.001 -0.15
O -2.119947 7.026861 0.160196 -0.325 0.767 -1.217 -0.85
C -2.317751 5.532681 2.263730 -1.407 -0.312 0.267 0.55
H -2.302795 6.574260 4.131097 0.381 -0.210 0.034 0.31
H -1.654250 4.927115 4.133498 0.314 -0.517 0.961 0.34
H 0.583232 5.732695 3.237712 -0.748 0.072 0.167 0.03
H 0.034192 7.007307 4.312615 0.044 0.213 -0.613 0.48
H 0.611938 7.500861 1.615499 0.050 0.129 0.159 0.38
H -0.859082 8.227174 2.340812 -0.332 0.309 -0.393 0.39
H -2.401720 4.446910 2.019484 0.093 0.806 0.358 -0.82
H -3.337104 5.996324 2.190227 0.943 -0.470 -0.054 0.38
C -3.150179 0.723028 6.714581 -1.130 -0.799 -0.134 -0.61
C -1.795424 0.133072 6.331840 0.985 0.118 0.858 -0.60
C -1.415988 0.841623 5.064132 1.718 0.742 -2.033 0.55
S -2.904649 0.745510 4.012619 -0.710 -0.036 2.054 1.32
O -2.965607 -0.522789 3.353934 0.255 -1.042 -0.407 -0.62
O -3.131883 1.906095 3.207201 0.290 0.877 -0.241 -0.70
C -4.059074 0.725800 5.474898 -0.992 1.052 -1.221 -0.88
H -3.065991 1.727425 7.133030 0.226 -0.107 -0.078 0.30
H -3.641830 0.082456 7.434368 -0.018 0.054 0.510 0.35
H -1.723341 -0.962393 6.184043 -0.778 0.481 -0.141 0.24
H -1.069547 0.276175 7.161538 -0.297 0.338 -0.613 0.39
H -0.589722 0.353350 4.489097 -0.794 0.166 0.468 -0.62
H -1.065673 1.923544 5.100064 -0.870 -1.151 0.452 0.31
H -4.799460 -0.094277 5.407986 0.970 -0.113 -0.053 0.41
H -4.740866 1.613970 5.310694 1.133 -0.546 0.473 0.32
C -5.793578 -2.472841 -0.377301 0.197 0.562 0.999 -0.94
C -5.809425 -1.256872 0.529043 -0.964 1.431 0.603 -0.81
C -5.019996 -0.109945 -0.189018 -0.305 -1.182 0.456 -0.51
S -3.910345 -1.075641 -1.309799 -3.100 1.332 -1.086 1.55
O -2.518238 -0.777193 -1.135024 0.665 -0.119 -0.110 -0.30
O -4.574142 -0.923293 -2.636055 1.264 -0.237 1.557 -1.05
C -4.376065 -2.695323 -0.756198 0.797 0.601 -1.008 -0.73
H -6.323158 -2.105685 -1.238609 -0.500 -0.636 -0.641 0.36
H -6.214682 -3.355898 0.062191 -0.486 -0.335 0.112 0.48
H -5.413634 -1.327757 1.541608 0.352 -0.687 -0.104 0.28
H -6.867449 -0.979439 0.695681 0.477 0.218 -0.208 0.34
H -4.568527 0.555825 0.529147 0.855 -0.154 0.191 -0.27
H -5.664363 0.532042 -0.766832 -0.144 -0.172 -0.745 0.44
H -3.669152 -2.908666 0.017520 0.166 -0.644 0.727 0.34
H -4.258380 -3.318674 -1.628581 0.304 -0.424 -0.140 0.28
C -0.853994 1.412248 0.460942 0.346 0.748 -0.615 1.32
C 0.293195 2.186993 -0.257469 1.077 -2.424 1.352 -0.89
C 0.911587 1.116672 -1.160824 0.894 0.670 -0.225 -0.04
S 1.003327 -0.359930 -0.170888 -2.420 -1.600 -2.031 0.72
O 2.346379 -0.438390 0.344866 0.395 -0.527 0.381 -0.80
O 0.468598 -1.527151 -0.959941 1.298 1.836 1.301 0.82
C -0.227269 0.137092 1.076096 -0.890 -0.658 -2.128 -0.45
H -1.691238 1.280119 -0.302883 1.023 -0.318 1.413 -0.99
H -1.126282 2.019790 1.300763 -0.937 0.349 0.324 0.02
H 1.050737 2.558129 0.453010 -0.263 -0.241 0.050 -0.26
H 0.015463 3.017674 -0.808347 -0.970 1.538 -1.121 0.83
H 1.967528 1.343827 -1.459531 -1.000 -0.235 -0.092 0.71
H 0.220776 0.938938 -1.986661 0.377 -0.180 -0.094 -1.20
H 0.362527 0.305245 1.924823 0.650 0.612 1.467 0.32
H -0.937153 -0.684362 1.278766 0.374 0.342 -0.321 -0.12
C 3.989154 -3.023569 -2.216715 -0.291 0.642 1.923 -0.39
C 5.338835 -3.444106 -1.549636 -0.221 -0.179 -0.445 -0.52
C 5.466713 -4.981680 -1.652327 -1.132 0.962 0.908 -1.05
S 3.762775 -5.544101 -1.386215 0.605 -0.001 -2.047 1.27
O 3.563066 -5.645707 0.022496 -0.310 -0.245 1.525 -0.68
O 3.569598 -6.723726 -2.210307 -0.488 0.608 0.273 -0.75
C 2.856524 -3.969896 -1.883885 0.634 -2.329 0.182 0.72
H 4.115020 -3.049073 -3.239298 0.228 0.194 -2.373 0.54
H 3.592813 -2.035326 -1.926630 0.839 -0.082 -0.126 -0.05
H 5.254694 -3.188936 -0.509921 0.238 0.133 0.659 0.09
H 6.240109 -2.944549 -1.963846 -0.784 -0.144 0.110 0.47
H 6.021190 -5.401976 -0.817094 0.132 -0.104 -0.112 0.48
H 5.789711 -5.378723 -2.590001 0.245 -0.058 -0.641 0.38
H 2.291122 -3.831009 -0.967592 -0.017 0.628 0.005 -0.78
H 2.173740 -4.180130 -2.713348 0.203 0.016 0.126 0.22
C -0.325151 -3.358104 2.640026 -0.661 -0.187 1.944 -0.09
C 0.563102 -3.858871 1.531348 1.344 0.216 0.495 3.45
C 1.616468 -4.756838 2.295173 -3.186 1.086 -0.087 -0.94
S 0.493376 -5.800093 3.233633 -1.102 1.486 -1.087 1.02
O 1.023560 -5.924013 4.558373 0.311 -1.106 0.626 -0.75
O 0.025426 -6.870213 2.366300 0.895 -0.404 0.768 -0.55
C -0.890931 -4.628443 3.346844 1.363 -0.050 0.432 -1.11
H -1.211966 -2.832964 2.359522 -0.367 0.738 -0.664 -0.01
H 0.217687 -2.702769 3.339909 0.021 -0.191 -0.215 -0.03
H 1.093952 -3.006565 1.064801 -0.379 -0.614 -0.140 -1.18
H -0.009440 -4.456662 0.809966 0.294 0.236 -0.003 -1.41
H 2.200430 -4.156618 2.962810 0.468 0.073 0.326 0.07
H 2.123876 -5.354427 1.631070 1.595 -1.295 -1.246 0.72
H -1.165078 -4.715072 4.420500 0.088 0.867 -0.725 0.48
H -1.691884 -4.923317 2.712651 -0.654 -0.882 -0.325 0.38
C 4.938650 5.200724 -0.866018 0.979 -1.031 0.347 -0.74
C 3.818943 4.235654 -0.451646 0.258 -0.592 1.116 0.90
C 3.039085 4.891968 0.741789 1.247 -0.648 -0.019 -0.38
S 4.112572 6.145914 1.525474 0.556 -0.647 -0.413 1.29
O 4.358061 5.751892 2.898187 0.117 0.110 -0.448 -0.71
O 3.667700 7.501157 1.270067 -0.263 -0.480 -0.138 -0.68
C 5.524540 5.773781 0.418895 0.723 0.263 1.088 -0.82
H 4.572612 6.022127 -1.439308 -0.290 0.472 -0.733 0.33
H 5.755456 4.648987 -1.411959 -0.943 0.699 0.270 0.39
H 4.316636 3.262597 -0.167302 -0.632 0.942 0.104 0.05
H 3.092583 3.974874 -1.217019 0.275 0.221 -0.241 -0.71
H 2.769467 4.145601 1.506793 -0.178 0.607 -0.271 0.29
H 2.235474 5.468379 0.354264 -1.114 0.172 -0.155 0.08
H 6.138882 5.067926 1.016132 -0.387 0.104 -0.511 0.33
H 6.143349 6.678757 0.279826 -0.513 -0.297 0.062 0.47
C 4.332225 -1.807629 3.038845 -0.979 0.517 0.101 -0.05
C 4.935667 -0.402341 2.751937 -1.633 0.251 1.065 -0.97
C 3.710995 0.581568 2.768791 0.913 0.470 2.024 0.54
S 2.806780 -0.012860 4.236098 1.815 -0.180 -0.124 0.79
O 1.417911 -0.061815 3.936546 -1.996 0.021 -0.344 -0.46
O 3.271376 0.750864 5.358728 -0.004 0.012 0.442 -0.77
C 3.389061 -1.730306 4.332920 2.300 1.042 -1.312 -0.81
H 5.181622 -2.463797 3.193283 -0.320 -0.589 -0.097 0.64
H 3.682859 -2.079227 2.185014 0.581 -0.243 0.267 -0.32
H 5.480089 -0.373151 1.828735 0.243 -0.022 -0.456 0.43
H 5.605885 -0.193730 3.598367 -0.059 0.358 -0.367 0.39
H 3.026228 0.537957 1.937859 0.229 -0.196 -0.287 -0.71
H 3.917996 1.650576 3.089918 0.057 -1.227 -0.637 0.45
H 2.548180 -2.381791 4.328742 -0.634 -0.443 -0.157 0.30
H 4.006346 -1.907733 5.214749 -0.266 0.352 0.107 0.42
```
Positions in Å, forces in eV/Å.